(1)
This record from the Open Molecules 2025 dataset describes a 3-piece molecular cluster, C3H11NO2 overall at a distorted geometry. The level of theory is ωB97M-V/def2-TZVPD.

```
17
C3H11NO2, DFT ωB97M-V/def2-TZVPD
O -1.9718 0.7833 -0.8134
H 0.9315 1.2533 1.5497
H 1.3131 -0.8652 2.2586
N 1.2978 -0.4163 0.2616
H -1.1618 -2.1932 -0.6394
H 1.1439 -2.2287 1.2181
O -1.2752 -1.9422 -1.5736
C 1.1111 0.9464 0.5223
C 0.8222 1.7523 -0.5325
H -0.2397 -1.0807 1.6320
H 1.1884 -0.6040 -0.6731
H -1.3136 1.5462 -0.9812
H -2.6781 1.0723 -0.2395
H -1.2552 -0.9459 -1.2631
H 0.5094 1.2634 -1.4823
H 0.7692 2.8996 -0.5680
C 0.8087 -1.2407 1.3237
```

Output
* Kohn-Sham gap: 9.07 eV
* SMILES string: C=CNC.O.O
* E_HOMO: -8.4 eV
* energy relative to the best compared isomer or geometry (same formula, charge and spin): 43.4 kcal/mol

(2)
This record from the Open Molecules 2025 dataset describes C41H35F2NO5PtS as an isolated structure. The level of theory is ωB97M-V/def2-TZVPD.

```
86
C41H35F2NO5PtS, DFT ωB97M-V/def2-TZVPD
N -0.2827 -0.2570 1.7880
C 1.4053 -3.9454 4.9521
C -0.7175 6.3969 0.9541
S -0.9024 -1.1407 -2.1368
H 0.8136 0.7834 -3.4546
C -0.0235 4.1039 0.6069
H -2.0457 -2.8266 3.0430
H 3.5280 -4.4164 1.8516
H -4.7488 2.1925 -2.5145
H -3.1556 -0.9312 4.3350
C -1.5007 2.5416 -1.6243
C 1.2341 -4.4814 -0.6185
C -1.7306 -1.7971 2.9081
C -2.3306 0.3013 -5.6260
O 0.7515 1.9764 -0.0606
O 0.3064 -0.5654 -1.5216
H 0.3851 -3.9425 -1.0151
C -1.0110 5.0425 0.9019
H -4.9575 1.9238 -0.0604
C -1.4906 1.9275 -7.3628
H 1.1972 -5.8835 -2.2300
C 0.5763 6.8411 0.7080
H 3.4679 -1.6731 2.6342
C -3.8736 2.2684 -1.8789
C -1.9344 0.5669 3.3076
H 0.5205 2.3628 2.5069
C -1.3428 1.1810 -6.0625
C -0.2079 1.3429 -5.2748
C 2.8865 -2.2921 3.3015
H 0.8085 7.8996 0.7444
C 2.5880 0.7479 1.7980
C 1.0485 -3.7811 3.6229
C 3.4848 -5.8393 0.2566
C -3.9891 2.1200 -0.5068
C 1.5646 5.9133 0.4127
H -2.4099 1.4291 3.7668
C -2.3551 -0.7454 3.6325
C -0.4683 2.1812 2.0755
C 1.7774 -2.9432 2.7795
H -2.9655 -1.0622 -4.0846
H -0.5137 2.6775 -2.0480
H -2.5376 1.9920 -7.6625
C 2.5083 -3.2760 5.4685
C -2.6191 2.4832 -2.4365
H -1.0983 2.9426 -7.2816
H -2.9725 2.0539 1.3735
H 0.5644 2.0377 -5.5890
H 0.8144 -4.5919 5.5914
C -2.1870 -0.3979 -4.4380
F 3.8884 0.3331 1.5547
C -0.0551 0.6437 -4.0847
C -2.8638 2.1970 0.3074
H -0.9458 1.4290 -8.1693
C 2.8319 -6.2693 -0.8905
C -0.3196 2.5866 0.5792
H -2.0274 4.7074 1.0753
C -1.0466 -0.2277 -3.6667
H -0.3436 -2.4142 0.1215
H -0.6102 -3.5654 1.4091
C 1.4131 -2.7782 1.2914
H -1.1463 2.8841 2.5672
C -1.6053 2.4057 -0.2426
H 0.1882 -4.3130 3.2368
C 1.2677 4.5563 0.3627
O -2.1248 -0.8926 -1.4088
O 2.1300 -1.7369 0.7020
C 3.2490 -2.4526 4.6347
H 2.5788 6.2460 0.2204
H 3.2004 -7.1258 -1.4445
Pt 1.3343 0.1076 0.4045
H -1.5033 7.1092 1.1805
H -3.2306 0.1741 -6.2196
H 4.1164 -1.9278 5.0200
H -2.5082 2.5743 -3.5114
H 2.7834 -3.3957 6.5104
C -0.1223 -2.6187 1.1684
O -0.7193 -2.5184 -2.5657
H 2.3166 0.3851 2.7929
C -0.7385 -1.5414 2.0086
F 2.7060 2.1218 1.8962
C 1.8708 -4.0508 0.5427
C 1.7090 -5.5798 -1.3240
C -0.9343 0.7911 2.4031
H 2.0225 3.8152 0.1394
C 3.0073 -4.7432 0.9607
H 4.3717 -6.3573 0.6054
```

Output
* Kohn-Sham gap (alpha / beta): 3.23 / 6.86 eV
* net charge: -2
* 2S+1: 3
* expectation value of S²: 2.02
* E_HOMO (alpha / beta): 1.0 / -2.7 eV

(3)
This record from the Open Molecules 2025 dataset describes an isolated ion of composition CH2NO2S2 and charge -1 at a distorted geometry. The level of theory is ωB97M-V/def2-TZVPD.

```
8
CH2NO2S2, DFT ωB97M-V/def2-TZVPD
O -2.1362 1.3156 0.3071
S 0.5417 -1.5915 0.5347
H -0.4678 1.9001 0.4899
S 0.7833 1.2795 0.4806
O -2.4395 -0.9017 0.1326
N -0.2215 -0.1060 0.1290
H 0.1263 -2.1594 -0.5328
C -1.8279 0.1527 0.1693
```

Output
* Kohn-Sham gap: 6.84 eV
* SMILES string: O=C([O-])N(S)S
* net charge: -1
* E_HOMO: -3.4 eV
* energy relative to the best compared isomer or geometry (same formula, charge and spin): 7.3 kcal/mol

(4)
This record from the Open Molecules 2025 dataset describes the molecule C5H6OS at a distorted geometry. The level of theory is ωB97M-V/def2-TZVPD.

```
13
C5H6OS, DFT ωB97M-V/def2-TZVPD
H 0.2058 -2.3113 -0.7591
C 0.2030 -1.7481 0.1691
C -0.4841 1.8151 0.0212
O 2.2259 -0.5075 -0.3474
H 0.2335 2.2904 -0.6876
C 0.1609 0.5428 0.4755
H -0.3432 0.4696 -1.5481
C -0.9375 0.4751 -0.5930
C 1.0412 -0.4765 -0.0242
H 0.6333 -2.1534 1.2291
S -1.5735 -1.1187 -0.1246
H -1.1596 2.3493 0.7693
H -0.2057 0.3731 1.4198
```

Output
* Kohn-Sham gap: 9.67 eV
* SMILES string: O=C1CS[C@H]2C[C@H]12
* E_HOMO: -8.9 eV
* energy relative to the best compared isomer or geometry (same formula, charge and spin): 94.0 kcal/mol

(5)
This record from the Open Molecules 2025 dataset describes C29H49Cl3CoN3O3Si as an isolated structure at a distorted geometry. The level of theory is ωB97M-V/def2-TZVPD.

```
89
C29H49Cl3CoN3O3Si, DFT ωB97M-V/def2-TZVPD
H -4.1260 -1.9728 -0.3625
C -1.3265 -2.4024 -0.2267
C -2.1984 2.5203 -4.1258
C 4.6336 2.4764 2.6680
H -1.4197 1.7084 1.7204
H -3.5934 1.3838 1.1694
C -2.8514 2.8617 -5.4138
C 0.2498 2.0126 3.0720
H -1.2081 -3.1920 3.1382
H -3.4064 3.7826 -5.2074
C -1.0057 0.9528 -2.4747
C 0.4559 2.4992 -1.0608
C -0.5757 -3.4558 3.9925
C 1.6474 0.2708 1.3964
H -2.0087 -0.4811 -4.9139
H -0.2778 -0.0087 -4.8922
C 3.5819 0.2251 2.9265
Cl 4.2182 -2.5864 0.5983
H 0.4076 -5.7474 4.6763
H 1.2822 1.7810 -1.1549
C -0.3748 1.4697 1.9535
C 2.2231 0.7139 2.5675
C 0.3382 0.6026 1.0990
C 0.8929 -3.6819 -1.7606
H -0.8223 -3.0281 0.5324
Co 3.0575 -0.8538 0.1330
H 1.7258 -3.5510 -2.4719
H -3.5580 2.1164 -5.7864
N -4.3070 0.1211 -0.3092
H 1.9968 -4.9766 4.9073
H -1.0674 -4.2097 4.6127
C -4.2568 -1.1311 -1.0512
C -1.0246 -2.3386 -3.4411
H 1.3397 -3.9184 -0.7813
H -0.2892 2.7081 3.7153
H -1.6188 -1.4595 0.2539
C -0.8232 2.1553 -1.5025
C -3.6261 0.2928 0.8644
H -2.5199 4.7389 -0.0691
H 1.6708 -5.8762 3.4150
H 5.9068 -0.6068 2.0608
H 4.9018 2.4894 3.7308
H -2.8785 2.7247 -1.5248
H -0.4005 -2.5523 4.5930
H -1.3467 -3.3831 -3.5988
H 4.3731 1.0853 1.1614
H 0.3130 -4.5639 -2.0866
Cl 1.6678 -0.7662 -1.5131
C 1.2166 -5.2155 4.1665
C 1.5521 1.6415 3.3859
Si -0.3095 -2.1545 -1.7475
H -2.2466 -2.9367 -0.5479
O 0.9704 -2.3790 1.9854
H -2.1902 3.3568 -3.4210
H 3.7999 0.3129 3.9969
C -1.6643 4.1605 -0.4225
H -0.2741 -2.0890 -4.2086
H -3.4041 -1.0862 -1.7523
H 1.7424 4.0372 -0.2864
C -1.8880 2.9859 -1.1543
Cl 4.2705 0.8725 -0.7757
H 3.7480 -0.8150 2.5964
O -1.5456 -0.1848 -1.9496
H -1.8952 -1.6912 -3.5115
H -5.1379 2.0293 -0.2458
H 6.3245 0.6072 3.3433
H -2.1458 3.1033 -6.2180
C 5.9684 0.4638 2.3097
H -0.1699 0.2069 0.2083
H -4.2911 1.6493 -1.7868
O -3.0964 -0.6154 1.5343
C -1.3099 0.3698 -4.9594
C 1.3902 -3.3766 2.5785
C -1.5614 1.3637 -3.8614
C -0.3587 4.5825 -0.1498
H 3.6520 2.9307 2.5082
C -4.9365 1.2470 -0.9917
N 4.6115 1.0679 2.2063
C 0.7110 3.7454 -0.4912
H 2.3715 -3.8384 2.3452
N 0.6838 -4.0252 3.5268
H 2.0669 2.0604 4.2597
H 0.0230 0.6353 -2.6756
H -5.8658 0.8920 -1.4572
H 6.6221 0.9758 1.5881
H -5.1796 -1.2295 -1.6360
H 5.3870 3.0058 2.0725
H -1.4404 0.8479 -5.9403
H -0.1734 5.5370 0.3497
```

Output
* Kohn-Sham gap (alpha / beta): 7.50 / 5.44 eV
* 2S+1: 5
* expectation value of S²: 6.01
* E_HOMO (alpha / beta): -7.4 / -7.4 eV
* energy relative to the best compared isomer or geometry (same formula, charge and spin): 31.2 kcal/mol

(6)
This record from the Open Molecules 2025 dataset describes a 2-piece molecular cluster, C7H12NOS overall at a distorted geometry. The level of theory is ωB97M-V/def2-TZVPD.

```
22
C7H12NOS, DFT ωB97M-V/def2-TZVPD
H 2.9900 0.5652 0.1685
H 3.3501 -0.5649 -1.1650
C 2.7254 0.2686 -0.8473
H -3.2019 -2.6597 -1.2705
C -2.1277 0.2969 -0.1645
C -0.8595 -0.1565 -0.5305
C -3.1242 -0.6333 -0.4260
N 0.7838 -0.8554 1.8282
H 1.0613 2.4507 -0.6078
H 0.5098 -1.8157 1.6560
S -0.9576 -1.7724 -1.2041
H -0.3764 2.2691 0.4160
H -4.1671 -0.4744 -0.2201
H 0.1754 -0.4916 2.5545
H 1.7196 -0.8861 2.2199
C 0.3996 0.4583 -0.4052
O 1.3915 -0.2014 -0.9147
C -2.6332 -1.7941 -0.9831
H -2.3246 1.2611 0.2682
H 1.2193 1.8018 1.0141
H 2.8763 1.1121 -1.5256
C 0.5699 1.8218 0.1390
```

Output
* Kohn-Sham gap: 8.43 eV
* net charge: +1
* E_HOMO: -13.2 eV
* energy relative to the best compared isomer or geometry (same formula, charge and spin): 0.0 kcal/mol

(7)
This record from the Open Molecules 2025 dataset describes C28H39F6N2O5PS2V as an isolated structure. The level of theory is ωB97M-V/def2-TZVPD.

```
84
C28H39F6N2O5PS2V, DFT ωB97M-V/def2-TZVPD
C -1.9328 3.6147 -1.7426
H -2.3682 -2.4319 2.2928
H 0.7087 -1.9540 -2.4038
C 3.7897 4.5687 0.9108
H -0.8808 -5.5440 1.9602
F 4.5222 -1.3167 2.4223
H 4.0501 5.5885 -1.0208
C -2.4648 0.4738 -0.1288
H -1.9766 1.0420 -2.8725
H -0.0172 -3.2578 -3.3339
H -6.9306 0.2924 0.2317
C -4.6367 -1.2226 -0.3855
H 4.7172 4.1434 1.2902
C 2.5719 3.6999 1.2760
C -4.8663 0.1531 -0.3795
H 3.6884 5.5686 1.3325
C -0.0055 -7.0440 -0.1277
C -0.3163 -5.5745 -0.1060
H 2.8387 2.7935 1.8138
N 3.2753 -1.8664 -0.3681
F 3.9753 -3.2737 3.1683
H -6.2555 1.7957 -0.3915
O 2.6283 -4.0200 0.6426
H 1.8517 4.2662 1.8792
H 4.4322 3.8671 -1.0437
O 1.9558 3.2982 0.0502
H -0.6788 -2.1632 2.6994
C -1.3999 -2.9264 2.3990
H -2.8932 3.6769 0.9351
P -0.9586 1.4689 -0.0910
C -2.3938 3.1419 1.7427
C -0.9718 -3.5833 1.1190
H -1.8680 4.3123 -0.9060
F 5.8333 -0.3297 -0.2269
N -0.9570 -1.4099 -0.0030
S 3.2452 -0.2997 -0.4782
C -2.2487 -0.9195 -0.1262
C -0.1412 -4.7949 -1.2410
F 5.1362 -0.4939 -2.2718
C 3.7651 4.6154 -0.6231
H -0.3141 -7.5017 -1.0685
H -2.9551 3.2396 -1.8049
F 5.3092 -3.0942 1.4715
S 2.7943 -2.6437 0.9395
C -1.0033 1.5364 -2.8289
H -3.0428 2.3224 2.0547
H 0.6823 1.6510 2.3259
H -0.2343 0.7619 -2.7926
H 0.1868 -5.2628 -2.1636
H 0.0783 2.9056 -1.5920
C -0.3649 -3.4222 -1.2251
F 5.0338 1.4114 -1.2418
O 2.3049 0.1122 -1.5184
H -1.4776 -3.6606 3.2003
C -6.2556 0.7125 -0.5163
O 3.0459 0.4308 0.7591
C 2.3225 4.2513 -0.9408
C -0.7415 -4.9512 1.0621
H -1.7405 4.1805 -2.6575
C -3.7602 0.9779 -0.2544
C -0.9224 2.4779 -1.6280
C 4.9333 0.0912 -1.1027
H -6.6811 0.4926 -1.4979
H -1.0300 -1.9644 -2.6708
C -3.3687 -1.7563 -0.2660
H -0.8686 2.1006 -3.7542
H -0.5054 -7.5679 0.6869
H 2.1920 3.7858 -1.9176
H -3.9142 2.0498 -0.2484
C -0.1687 -2.6058 -2.4741
C -1.0149 2.6224 1.3481
H 1.0688 -7.2088 -0.0180
C 4.2470 -2.5701 2.0763
H -2.2956 3.8293 2.5860
H -3.2289 -2.8288 -0.2808
H -0.3509 2.5844 3.4125
H 1.6692 5.1345 -0.8792
O 1.7391 -1.8992 1.6028
H -5.4793 -1.8986 -0.4879
H -0.3816 3.4563 1.0297
H -0.8964 1.0187 2.8102
V 0.6960 -0.3660 0.0666
C -0.3518 1.9281 2.5388
C -0.7780 -2.8176 -0.0348
```

Output
* Kohn-Sham gap (alpha / beta): 7.89 / 7.98 eV
* 2S+1: 4
* expectation value of S²: 3.76
* E_HOMO (alpha / beta): -7.4 / -7.5 eV
* energy relative to the best compared isomer or geometry (same formula, charge and spin): 22.3 kcal/mol

(8)
This record from the Open Molecules 2025 dataset describes a 2-piece molecular cluster, CH7O2 overall. The level of theory is ωB97M-V/def2-TZVPD.

```
10
CH7O2, DFT ωB97M-V/def2-TZVPD
C -0.1282 -0.2219 -1.4518
O 0.5885 -0.5168 -0.2027
H 0.2519 -0.0788 0.6651
H 0.2431 1.0058 2.7294
O 0.0150 0.8124 1.8135
H -0.0009 0.8405 -1.6378
H 0.7339 -1.4627 -0.1050
H -1.1466 -0.6005 -1.3947
H -0.9331 0.9911 1.8286
H 0.3763 -0.7691 -2.2448
```

Output
* Kohn-Sham gap: 13.95 eV
* net charge: +1
* E_HOMO: -17.8 eV
* energy relative to the best compared isomer or geometry (same formula, charge and spin): 3.6 kcal/mol

(9)
This record from the Open Molecules 2025 dataset describes C44H35CrN8O2Sb as an isolated structure at a distorted geometry. The level of theory is ωB97M-V/def2-TZVPD.

```
91
C44H35CrN8O2Sb, DFT ωB97M-V/def2-TZVPD
H 2.8221 0.1486 -3.6362
H 7.0327 1.7918 9.4358
C 2.8600 1.8732 -1.6104
C -5.7015 -1.8764 -2.5160
C 6.7774 1.1492 6.8265
H -4.9392 1.5421 0.4861
C -5.9078 1.7013 -1.4565
C -2.3345 1.4827 1.9107
N 3.8762 1.4795 2.6336
N -3.6760 1.7022 -1.2626
C 2.6306 1.5132 2.0714
N 0.5628 1.7503 -0.9880
H -2.4278 -0.9545 -4.3327
C 6.0541 1.3551 4.5415
C -0.0857 -1.4020 -2.8511
H 2.5513 -1.2034 -5.6486
C 2.2842 1.6284 0.6874
C -1.9163 2.0375 -5.4647
H -3.1747 -5.8124 0.9272
C -2.0592 1.3758 3.2731
N -1.7054 1.8648 -3.2419
H -0.5042 1.2691 4.7233
H 0.3461 -6.2931 -1.4544
C -2.4216 -4.0378 -0.0073
H 3.4145 1.1034 6.6544
O 7.8416 1.0892 7.6536
H -6.6349 -1.7046 -4.4414
H -4.0388 2.0560 -5.3786
C 5.4509 1.0857 7.2401
C 3.2581 1.7465 -0.3045
C 7.0691 1.2853 5.4659
H 8.5663 0.9086 9.5237
C -4.5268 -1.3012 -4.5260
H 7.0641 0.0090 9.2512
C -5.7104 -1.6337 -3.8825
H -3.3536 1.5041 1.5599
H -1.0823 -2.8457 -4.1034
C -4.0044 1.8077 -2.5330
H -5.8439 1.8813 -3.5690
H 3.5867 2.0074 -2.3997
H -1.4058 -7.2651 -0.0082
C 1.6520 1.4249 3.0241
H 5.1912 0.9813 8.2827
C 1.9556 -0.4956 -3.7206
H -1.7480 2.1205 -6.5229
H 0.6121 -2.7214 -5.8962
H 6.2855 1.4598 3.4907
C -3.3151 -1.4723 -2.4390
O -1.5447 3.3316 -0.9816
C -0.7495 1.3531 3.6723
C 4.4358 1.1575 6.2957
C -3.3392 -1.2164 -3.8084
C 0.2627 1.4407 2.7065
C -2.9847 1.8962 -3.5565
C 4.7156 1.2920 4.9434
C -1.0293 1.9439 -4.4386
H -6.9679 1.6791 -1.2808
H -6.6205 -2.1339 -2.0048
H 8.1038 1.3341 5.1551
H -4.5258 -1.1126 -5.5935
C 1.5041 1.8307 -1.9116
C -2.4099 -5.3927 0.2866
C 3.6673 1.3684 3.9269
Sb -1.5042 -1.3967 -1.2666
H 0.0423 1.9377 -4.5152
H -2.8698 1.3124 3.9845
H -3.2009 -3.4164 0.4182
C -0.4451 -4.3044 -1.3455
H 1.9249 1.2542 5.1340
C 0.7188 -2.1177 -5.0043
H -4.5322 -1.9887 -0.7364
H 1.1672 1.9524 -2.9264
C 1.0178 -0.5655 -2.6970
C 7.5934 0.9412 9.0424
C -0.1036 1.5508 1.3489
N 2.3267 1.3321 4.2174
C 0.9287 1.6458 0.3113
C -0.2292 -2.1865 -3.9959
H 0.3351 -3.8966 -1.9751
C -1.4457 -3.4853 -0.8348
C -0.4345 -5.6622 -1.0493
C -4.5128 -1.7954 -1.8032
C -4.8698 1.6315 -0.5816
Cr -1.5180 1.7307 -1.0976
C -1.4166 -6.2079 -0.2377
N -3.1623 2.0090 -4.8895
N -1.4038 1.5669 0.9840
H 4.3034 1.7597 -0.0259
N -5.3439 1.8139 -2.7001
H 1.0812 -0.0402 -1.7726
C 1.8082 -1.2634 -4.8641
```

Output
* Kohn-Sham gap (alpha / beta): 6.07 / 6.78 eV
* net charge: +1
* 2S+1: 2
* expectation value of S²: 0.76
* E_HOMO (alpha / beta): -8.7 / -9.4 eV
* energy relative to the best compared isomer or geometry (same formula, charge and spin): 14.8 kcal/mol